Version one
{"formula": "C3H5P", "method": "ωB97M-V/def2-TZVPD", "species": ["P", "C", "C", "C", "H", "H", "H", "H", "H"], "positions_angstrom": [[0.035, 1.125, 0.023], [-1.389, 0.099, -0.524], [2.351, -0.694, 0.074], [1.354, -0.020, -0.166], [-2.105, 0.468, 0.257], [-0.407, 1.142, 2.143], [3.235, -1.263, 0.049], [-1.176, -1.009, -0.296], [-1.898, 0.151, -1.560]], "e_lumo_ev": -0.716, "e_homo_ev": -8.7, "gap_ev": 8.0}

---

Version two
{"formula": "C3H5P", "method": "ωB97M-V/def2-TZVPD", "species": ["P", "C", "C", "C", "H", "H", "H", "H", "H"], "positions_angstrom": [[-0.362, 1.968, 2.244], [1.301, -1.142, -0.891], [-1.862, 2.096, 2.765], [0.972, 0.148, -0.788], [1.123, 0.917, -1.600], [1.084, -1.905, -0.187], [1.590, -1.657, -1.786], [-2.846, 2.274, 2.925], [0.726, 0.525, 0.261]], "e_lumo_ev": 0.287, "e_homo_ev": -10.1, "gap_ev": 10.3, "smiles": "C#P.C=C"}

---

version two is favored, and the nearest alternative lies 33.0 kcal/mol above it.

---

Version one
{"formula": "C3H6ClN2O", "method": "ωB97M-V/def2-TZVPD", "species": ["Cl", "O", "N", "N", "C", "C", "C", "H", "H", "H", "H", "H", "H"], "positions_angstrom": [[-1.762, -0.927, -2.432], [-0.502, -2.039, 0.428], [1.370, 0.897, 1.025], [0.427, -1.210, 0.814], [0.567, 0.051, 0.436], [-1.458, -0.231, -0.959], [-0.340, 0.607, -0.765], [0.432, 0.818, -1.583], [1.922, 0.811, 1.754], [1.297, 1.818, 0.613], [-2.288, -0.382, -0.280], [-0.752, 1.641, -0.343], [1.088, -1.854, 1.293]], "e_lumo_ev": [-6.233, -6.235], "e_homo_ev": [-12.7, -12.7], "total_charge": 1, "gap_ev": [6.5, 6.5]}

---

Version two
{"formula": "C3H6ClN2O", "method": "ωB97M-V/def2-TZVPD", "species": ["Cl", "O", "N", "N", "C", "C", "C", "H", "H", "H", "H", "H", "H"], "positions_angstrom": [[1.034, -2.611, 2.588], [-1.671, 0.732, 0.533], [0.083, 1.472, -1.686], [-0.245, -1.008, 1.058], [0.309, 0.457, -0.801], [0.959, -1.563, 1.258], [-0.479, 0.076, 0.219], [-0.976, -1.174, 1.719], [-0.394, 2.364, -1.574], [-1.743, 1.384, -0.150], [0.468, 1.369, -2.563], [1.669, -1.254, 0.545], [0.987, -0.244, -1.145]], "e_lumo_ev": [-5.664, -5.663], "e_homo_ev": [-12.5, -12.5], "total_charge": 1, "gap_ev": [6.8, 6.8], "smiles": "N/C=C(O)/[NH+]=C/Cl"}

---

version two is favored, and the nearest alternative lies 67.0 kcal/mol above it.

---

Version one
{"formula": "C3H6NPS", "method": "ωB97M-V/def2-TZVPD", "species": ["S", "P", "N", "C", "C", "C", "H", "H", "H", "H", "H", "H"], "positions_angstrom": [[1.296, 1.251, 0.612], [-0.136, 2.541, 0.029], [-2.002, 3.127, 3.630], [-1.668, 3.019, 2.520], [-0.284, -0.763, -0.629], [0.255, -0.319, 0.748], [-0.711, 0.033, -1.109], [0.837, -1.058, 1.210], [-0.572, -0.001, 1.521], [1.050, 3.391, -0.164], [-0.995, -1.705, -0.486], [0.686, -1.029, -1.299]], "e_lumo_ev": [-2.544, -2.544], "e_homo_ev": [-9.5, -9.5], "gap_ev": [6.9, 6.9]}

---

Version two
{"formula": "C3H6NPS", "method": "ωB97M-V/def2-TZVPD", "species": ["S", "P", "N", "C", "C", "C", "H", "H", "H", "H", "H", "H"], "positions_angstrom": [[0.730, 0.591, 1.968], [-0.782, 0.140, 0.807], [2.938, 0.507, -0.578], [-0.363, -0.112, -1.103], [-2.237, -0.456, 1.375], [3.819, 0.146, -1.211], [-1.119, -0.682, -1.658], [-0.164, 0.836, -1.546], [-2.848, -0.971, 0.594], [-2.712, -0.208, 2.246], [0.586, -0.558, -0.982], [2.151, 0.768, 0.089]], "e_lumo_ev": -0.584, "e_homo_ev": -9.1, "gap_ev": 8.5}

---

version two is favored, and the nearest alternative lies 37.5 kcal/mol above it.

---

Version one
{"formula": "C3H6N3P", "method": "ωB97M-V/def2-TZVPD", "species": ["P", "N", "N", "N", "C", "C", "C", "H", "H", "H", "H", "H", "H"], "positions_angstrom": [[1.781, 0.596, -0.071], [-0.746, 1.173, 0.201], [2.566, -0.733, 0.217], [-0.616, -0.985, -0.169], [-1.952, -0.721, -0.090], [-2.066, 0.643, 0.029], [0.082, 0.188, -0.045], [1.620, 1.643, 0.842], [-2.882, 1.175, 0.347], [-2.676, -1.408, -0.168], [3.470, -0.853, 0.497], [-0.316, -1.941, -0.301], [1.735, 1.223, -1.289]], "e_lumo_ev": 0.991, "e_homo_ev": -9.1, "gap_ev": 10.1, "smiles": "N=[PH2]c1ncc[nH]1"}

---

Version two
{"formula": "C3H6N3P", "method": "ωB97M-V/def2-TZVPD", "species": ["P", "N", "N", "N", "C", "C", "C", "H", "H", "H", "H", "H", "H"], "positions_angstrom": [[2.037, -0.414, -1.332], [0.315, -0.353, -1.420], [0.657, 0.316, 0.828], [-0.168, -0.115, -0.174], [-1.454, 0.074, 0.213], [-0.119, 0.535, 1.875], [-1.496, 0.435, 1.501], [-2.347, 0.178, 2.194], [2.394, -0.690, -2.852], [0.273, 1.216, -2.291], [-2.313, -0.047, -0.414], [2.059, -1.846, -1.012], [0.161, 0.711, 2.884]], "e_lumo_ev": [-0.735, -1.106], "e_homo_ev": [-8.5, -8.7], "gap_ev": [7.8, 7.6]}

---

Version three
{"formula": "C3H6N3P", "method": "ωB97M-V/def2-TZVPD", "species": ["P", "N", "N", "N", "C", "C", "C", "H", "H", "H", "H", "H", "H"], "positions_angstrom": [[-0.658, -1.474, -0.131], [-0.141, 1.271, -0.068], [-2.266, 0.785, 0.192], [-1.016, 0.209, 0.159], [1.128, -1.326, 0.212], [1.792, -0.129, 0.241], [1.119, 1.098, -0.043], [-2.907, 0.221, 0.758], [1.737, 2.102, -0.175], [1.671, -2.052, 0.644], [-0.507, -1.313, -1.618], [2.782, -0.141, 0.533], [-2.735, 0.750, -0.703]], "e_lumo_ev": 0.214, "e_homo_ev": -8.1, "gap_ev": 8.3, "smiles": "NN1N=CC=CP1"}

---

version one is favored, and the nearest alternative lies 38.9 kcal/mol above it.

---

Version one
{"formula": "C8H9N3OS", "method": "ωB97M-V/def2-TZVPD", "species": ["S", "O", "N", "N", "N", "C", "C", "C", "C", "C", "C", "C", "C", "H", "H", "H", "H", "H", "H", "H", "H", "H"], "positions_angstrom": [[-3.784, -1.657, -0.692], [0.096, -1.583, 1.165], [-1.922, -0.175, 0.370], [-1.354, 1.199, 0.550], [-4.212, 1.011, 0.026], [-3.318, -0.214, -0.048], [2.247, -1.751, 0.205], [1.016, -0.986, 0.414], [2.168, 1.043, -0.524], [3.170, 0.239, -0.874], [-0.084, 1.393, 0.290], [3.260, -1.170, -0.373], [0.958, 0.432, 0.054], [-3.946, 1.788, 0.578], [-0.659, -0.960, 1.070], [0.259, 2.475, 0.367], [-1.433, -0.589, -0.488], [4.031, 0.634, -1.489], [-5.255, 1.120, -0.425], [2.220, -2.611, 0.934], [4.256, -1.736, -0.308], [2.286, 2.098, -0.803]], "e_lumo_ev": 0.045, "e_homo_ev": -8.5, "gap_ev": 8.6, "smiles": "NC(=S)N/N=C\\c1ccccc1O"}

---

Version two
{"formula": "C8H9N3OS", "method": "ωB97M-V/def2-TZVPD", "species": ["S", "O", "N", "N", "N", "C", "C", "C", "C", "C", "C", "C", "C", "H", "H", "H", "H", "H", "H", "H", "H", "H"], "positions_angstrom": [[1.550, 0.878, 1.045], [-1.875, 0.775, -1.148], [-0.186, -1.052, 0.418], [-0.077, 3.495, -0.121], [1.276, 0.710, -2.772], [-0.330, 2.435, -0.455], [1.305, -0.484, 2.203], [-2.734, 1.557, -1.942], [1.470, -2.639, 0.893], [0.370, 0.993, -2.144], [0.518, -1.611, 1.520], [0.316, 0.072, 0.186], [-0.591, 1.173, -1.082], [-3.721, 0.998, -1.998], [2.412, -2.163, 0.679], [1.679, -3.447, 1.503], [-2.346, 1.810, -2.969], [2.307, -0.864, 2.499], [0.993, -2.878, -0.165], [-2.986, 2.625, -1.586], [0.830, -0.252, 3.148], [-0.182, -2.129, 2.289]], "e_lumo_ev": 0.487, "e_homo_ev": -9.4, "gap_ev": 9.9}

---

version one is favored, and the nearest alternative lies 17.8 kcal/mol above it.

---

Version one
{"formula": "C2H3ISi", "method": "ωB97M-V/def2-TZVPD", "species": ["I", "Si", "C", "C", "H", "H", "H"], "positions_angstrom": [[-3.785, -0.019, 0.028], [1.269, 0.008, 0.019], [-1.749, -0.151, 0.017], [-0.553, -0.096, 0.096], [1.499, 0.147, 1.373], [1.922, 1.162, -0.678], [1.397, -1.052, -0.856]], "e_lumo_ev": 0.299, "e_homo_ev": -9.5, "gap_ev": 9.8, "smiles": "[SiH3]C#CI"}

---

Version two
{"formula": "C2H3ISi", "method": "ωB97M-V/def2-TZVPD", "species": ["I", "Si", "C", "C", "H", "H", "H"], "positions_angstrom": [[3.909, 0.465, 0.065], [-1.192, -0.188, 0.101], [1.882, 0.333, -0.135], [0.582, 0.119, -0.460], [-1.810, 0.719, 1.317], [-1.400, -1.655, 0.169], [-1.969, 0.206, -1.056]], "e_lumo_ev": -0.023, "e_homo_ev": -9.4, "gap_ev": 9.4, "smiles": "[SiH3]C#CI"}

---

version one is favored, and the nearest alternative lies 15.9 kcal/mol above it.

---

Version one
{"formula": "C4H12IN2", "method": "ωB97M-V/def2-TZVPD", "species": ["I", "N", "N", "C", "C", "C", "C", "H", "H", "H", "H", "H", "H", "H", "H", "H", "H", "H", "H"], "positions_angstrom": [[3.242, -0.747, 0.334], [-0.892, -0.998, 0.209], [0.776, 3.502, 0.166], [0.517, 2.425, -0.568], [-0.660, 0.145, 0.723], [-0.750, -1.255, -1.222], [-1.473, -2.098, 0.925], [4.559, -1.392, 0.084], [0.175, 4.241, 0.466], [-0.132, -0.603, -1.723], [-1.715, -0.985, -1.835], [1.073, 1.573, -0.337], [-1.358, -2.058, 1.969], [1.718, 3.286, 0.652], [-1.002, -3.036, 0.658], [-0.386, 2.223, -1.221], [-0.402, -2.236, -1.581], [-2.572, -2.153, 0.546], [-0.720, 0.167, 1.755]], "e_lumo_ev": -4.515, "e_homo_ev": -12.4, "total_charge": 1, "gap_ev": 7.8}

---

Version two
{"formula": "C4H12IN2", "method": "ωB97M-V/def2-TZVPD", "species": ["I", "N", "N", "C", "C", "C", "C", "H", "H", "H", "H", "H", "H", "H", "H", "H", "H", "H", "H"], "positions_angstrom": [[-3.017, 0.641, 0.698], [-0.385, 0.632, -0.986], [-0.372, -0.521, 1.439], [0.270, 1.699, -0.333], [-1.149, -0.528, 0.410], [0.570, -0.004, -1.904], [0.616, -1.536, 1.701], [1.516, -1.281, 1.280], [0.554, -1.140, -1.758], [0.684, -1.558, 2.757], [0.294, -2.547, 1.459], [0.896, 2.259, -0.992], [1.566, 0.248, -1.644], [-0.481, 0.291, 2.011], [-0.473, 2.408, 0.064], [-1.247, 0.886, -1.523], [0.984, 1.279, 0.359], [0.294, 0.285, -2.916], [-1.119, -1.511, -0.123]], "e_lumo_ev": -4.045, "e_homo_ev": -13.9, "total_charge": 1, "gap_ev": 9.9}

---

version two is favored, and the nearest alternative lies 64.8 kcal/mol above it.

---

Version one
{"formula": "C2H6N4OS", "method": "ωB97M-V/def2-TZVPD", "species": ["S", "O", "N", "N", "N", "N", "C", "C", "H", "H", "H", "H", "H", "H"], "positions_angstrom": [[0.901, -0.314, -0.491], [-1.549, -0.174, -1.628], [0.776, 0.459, 1.832], [-1.085, -1.028, 1.352], [0.253, 0.788, 3.186], [0.134, 0.473, -3.025], [-0.349, 0.101, -1.852], [-0.030, -0.292, 0.995], [1.212, 0.137, 4.211], [-1.364, -1.383, 0.477], [0.645, 1.777, 1.118], [1.056, 1.045, -3.058], [-0.848, 0.987, -3.444], [-0.992, 0.138, 3.304]], "e_lumo_ev": -0.291, "e_homo_ev": -9.3, "gap_ev": 9.0}

---

Version two
{"formula": "C2H6N4OS", "method": "ωB97M-V/def2-TZVPD", "species": ["S", "O", "N", "N", "N", "N", "C", "C", "H", "H", "H", "H", "H", "H"], "positions_angstrom": [[-1.935, -1.783, 0.445], [-0.665, 1.392, 1.624], [0.590, -0.634, -2.815], [0.087, -0.176, -0.401], [1.165, 0.694, -0.248], [-0.475, -0.002, 1.833], [-0.779, -0.655, 0.598], [-0.005, -0.837, -1.695], [0.845, 1.658, -0.135], [-1.161, -0.240, 2.487], [0.023, 1.862, 2.111], [1.426, 0.045, -2.764], [-0.794, -1.699, -1.609], [1.679, 0.375, 0.571]], "e_lumo_ev": -0.074, "e_homo_ev": -8.9, "gap_ev": 8.8, "smiles": "[H]/N=C\\N(N)C(=S)NO"}

---

version two is favored, and the nearest alternative lies 105.4 kcal/mol above it.